(1)
78
Properties=species:S:1:pos:R:3:mulliken_spin:R:1 method="wB97M-V/def2-TZVPD" spin_multiplicity=6 total_charge=-1 energy_ev=-44415.543 homo_energy_ev="0.755 / -3.881" homo_lumo_gap_ev="1.48 / 6.09"
Ir 1.35067 -0.28883 -1.30189 2.96
C -3.28428 -0.32324 0.18465 -0.12
H -2.71430 3.34822 3.20166 0.00
H 3.67841 0.38377 -4.27518 0.42
H 5.06769 2.12919 -3.12429 -0.10
H -4.58435 1.26271 1.00578 0.00
C 0.67450 -0.09223 -3.58939 -0.23
N 0.03882 0.41270 0.43864 0.38
C 2.40750 -1.93978 0.02175 0.05
H -1.74380 -3.02894 1.85687 0.00
H -2.12370 4.00610 0.96083 0.03
H -1.39917 2.88330 -0.21494 0.00
H -0.37641 3.63175 2.60322 0.01
H -2.28340 1.80444 3.90470 0.01
H 0.48137 -2.98779 -2.46517 -0.01
H -3.02620 -0.20475 -2.03746 0.01
C 4.65984 0.09273 -2.37905 -0.91
H 0.88685 -1.36704 1.52205 0.02
H -5.46516 -0.18326 0.57333 0.00
C 0.34232 1.70513 -2.22534 0.28
H -2.62462 -1.64054 4.55889 -0.01
C 5.51460 -0.91151 -1.64431 0.64
H 0.67465 -0.40070 3.40136 -0.03
H -1.24687 -3.13043 3.54667 0.01
H 3.25074 2.51640 -1.50261 0.25
C 1.11784 -1.79724 0.56527 0.28
H -3.14833 -0.11570 3.86962 0.01
H -1.08627 -1.22166 -2.84019 0.02
H -0.63519 0.44844 4.28402 0.00
H -0.88348 -2.16394 -0.30249 0.04
C 2.27700 -2.45985 -1.28944 -0.32
C 5.13727 1.54355 -2.21159 1.35
H 0.49192 2.63180 -1.70306 0.13
C -0.28221 2.57676 2.26328 0.15
C -3.62283 0.25892 -1.23303 0.01
C -2.64217 2.26306 2.97084 0.06
C -1.08708 -2.56335 2.60263 0.03
O 3.44647 0.41657 -1.57837 -0.78
H 4.21016 1.80530 -0.20076 0.06
C 0.90579 -2.61811 -1.54828 0.34
H 3.32170 -1.64839 0.50652 0.06
H -3.11776 2.71349 0.29747 -0.01
C -1.66053 2.02797 1.79836 -0.25
H 1.08926 -0.74986 -4.33467 0.02
H 6.12860 1.65828 -1.78248 -0.19
H -0.06900 -2.88932 2.38180 -0.01
H -3.48551 -1.66863 3.03727 0.00
C 4.31107 -0.34392 -3.77551 0.07
H -4.51072 -2.05636 -0.41954 0.00
H 2.02553 1.66454 -3.65196 0.15
H -3.56766 1.36027 -1.29170 0.00
C -2.09921 2.94266 0.63737 0.10
H 0.46094 2.58373 1.43988 0.00
H -0.24200 -1.20764 4.70581 0.02
C -3.49985 -1.84914 -0.00120 0.01
H -3.48950 -2.39613 0.94705 0.00
H -4.53867 -0.17909 2.04889 0.00
H -2.83384 -2.30450 -0.74907 0.00
H 3.07440 -2.71950 -1.96276 -0.04
H -1.42474 0.85498 -1.18167 -0.04
C -2.73071 -1.08929 3.59793 0.03
C -4.50409 0.16456 1.01593 0.02
P -1.51665 0.15254 1.19036 0.06
H 0.15297 2.01312 3.09967 0.01
C 3.96820 1.74044 -1.25664 -0.01
H 5.22255 -0.46184 -4.36062 -0.64
C 1.15193 1.18692 -3.24389 -0.34
C -1.37949 -1.03031 2.83455 -0.19
H 5.25440 -1.93235 -1.90853 0.06
H -3.66793 1.92767 2.77881 0.00
H -4.66055 0.00063 -1.54430 0.00
C -0.33170 -0.51165 3.84264 0.12
C -0.46883 -0.34276 -2.79712 0.39
C -0.66119 0.75416 -1.93332 0.16
H 3.78901 -1.29766 -3.76502 0.24
H 6.56296 -0.75488 -1.89721 -0.19
H 5.40387 -0.79789 -0.56831 0.06
C 0.18815 -2.19680 -0.40407 0.27

(2)
105
Properties=species:S:1:pos:R:3:mulliken_spin:R:1 method="wB97M-V/def2-TZVPD" spin_multiplicity=2 total_charge=-1 energy_ev=-164675.077 homo_energy_ev="-5.331 / -5.215" homo_lumo_gap_ev="7.58 / 7.46"
H 5.33104 0.44505 -2.35109 0.00
C -3.27504 -0.20438 -2.83211 0.00
H 1.71667 -5.81059 0.57845 0.00
C 1.32554 -4.70795 -3.45623 0.00
H -0.29666 5.35271 1.67850 0.00
C 1.09196 0.70822 3.41753 0.00
O -2.45790 -0.26328 -1.87214 0.01
B 0.02293 -0.40556 0.19733 -0.16
C -0.37915 -0.46690 7.24943 0.00
C -0.50547 -0.71939 2.33229 -0.01
C 0.66738 -6.01410 0.39843 0.00
C 0.17317 2.59744 -0.96983 -0.01
C 0.56099 5.05700 -0.95076 0.00
H 5.34372 2.44185 -1.17763 0.00
H 4.09741 -6.08455 -4.83139 0.00
H 1.51598 4.21002 -2.67779 0.00
C -1.26423 -7.41454 0.68412 0.00
C -4.21914 3.00241 -0.79069 0.00
C 1.43394 0.15898 -2.05210 0.00
C -1.44927 -5.33130 -0.50928 0.00
H -2.04818 -4.60431 -1.04227 0.00
H -2.60968 0.58219 6.04388 0.00
C -3.46383 3.65482 -2.96828 0.00
C 0.36310 6.21078 -0.18043 0.00
Cl -3.47011 0.83334 -5.39604 0.00
H -1.11287 4.02508 -0.35690 0.00
C 1.02545 7.37429 -0.54860 0.00
C -2.58667 -0.50741 6.11267 0.00
C 1.83875 -4.35412 -2.21079 0.01
H -2.81095 0.53561 0.58435 0.00
S -0.69044 -2.51799 -1.88962 -0.01
H -0.83879 -0.83196 8.17077 0.00
O -0.87408 -1.07256 1.07392 0.01
C -2.63430 -0.26471 -4.28813 0.00
H 4.11976 2.57429 0.07800 0.00
H -3.60387 1.84799 1.47250 0.00
H 2.70362 6.27982 -3.27025 0.00
C -4.44816 3.65506 -1.99253 0.00
P 0.75068 -3.59158 -0.94535 0.01
O 0.87743 0.42057 0.97543 0.01
H -1.87677 -1.82264 3.52600 0.00
H 4.13152 -1.46168 -3.40589 0.00
H 0.95910 0.71748 5.54501 0.00
C -1.05073 -1.12292 3.52569 0.00
H -1.76773 -3.01258 5.38514 0.00
H 2.39006 8.32908 -1.90300 0.00
Cl -2.80478 -1.93154 -4.87988 0.00
H 0.29356 -4.47517 -3.69136 0.00
H -0.40514 0.62432 7.27661 0.00
C -1.14196 -1.02228 6.04655 0.00
H -4.99453 2.98384 -0.03309 0.00
H -5.39822 4.14220 -2.17187 0.00
C 4.27144 2.52806 -1.00588 0.00
Fe -0.45791 -0.22092 -1.69737 1.24
H 2.05341 3.04146 -0.53188 0.00
C -0.09675 -5.08703 -0.30902 0.00
H -3.08726 -6.67012 -0.16631 0.00
H 1.91705 1.40740 3.37625 0.00
C -2.26269 3.00727 -2.72560 0.00
C -1.14835 -2.55356 6.15597 0.00
C 2.20915 -0.78610 -2.74484 -0.02
C -0.55432 6.17602 1.00908 0.00
C -0.51917 -0.59711 4.71467 0.00
H -3.62894 4.14280 -3.92030 0.00
C 3.97920 -5.25146 -2.85699 0.00
H 0.87480 8.26730 0.04755 0.00
H -1.71892 -8.31841 1.07114 0.00
C 3.46374 -5.60408 -4.09583 0.00
H -1.59791 6.03095 0.71321 0.00
Cl -0.89842 0.16268 -4.27688 0.00
C -2.03839 2.35359 -1.51942 0.00
C 3.54721 1.36134 -1.62734 -0.01
H -3.05871 -0.80512 7.05353 0.00
H 1.73029 -5.59148 -5.36477 0.00
C 2.15138 1.24499 -1.54855 -0.04
H -3.18441 -0.90642 5.29165 0.00
H -1.54366 -2.85971 7.12848 0.00
C 3.17057 -4.62349 -1.91846 0.00
C -3.02282 2.34054 -0.52970 0.01
C 3.58278 -0.69022 -2.87939 -0.01
C 1.39273 5.09587 -2.06850 0.00
S 1.82922 -2.75513 0.47062 0.00
C -2.81063 1.61115 0.76281 0.00
C 4.25014 0.37207 -2.29080 0.02
N -0.75295 1.74580 -1.29426 0.00
C 2.13538 -5.32904 -4.39522 0.00
H -0.13758 -2.95241 6.05205 0.00
N -0.13429 3.89314 -0.56673 0.00
O -4.48716 -0.13948 -2.80727 0.00
N 1.48287 2.32390 -0.94322 0.00
H 3.56878 -4.31474 -0.95929 0.00
C 2.05587 6.26661 -2.40290 0.00
H -1.48288 2.99070 -3.47796 0.00
H 1.70264 -1.62774 -3.20162 0.00
C 0.54821 0.18126 2.27329 0.00
H 3.95284 3.48885 -1.42483 0.00
C 1.87708 7.41216 -1.64352 0.00
C -2.03019 -6.49255 -0.01097 0.00
H 0.66519 -0.78517 7.24325 0.00
H 0.69259 -7.88430 1.44009 0.00
C 0.08959 -7.17271 0.88940 0.00
C 0.53694 0.30565 4.63896 0.00
H 5.01706 -5.45421 -2.62175 0.00
H -0.49810 7.11064 1.56540 0.00
H -1.85081 1.86201 1.22275 0.00

(3)
97
Properties=species:S:1:pos:R:3:mulliken_spin:R:1 method="wB97M-V/def2-TZVPD" spin_multiplicity=6 total_charge=+3 energy_ev=-145923.314 homo_energy_ev="-15.042 / -15.804" homo_lumo_gap_ev="7.66 / 3.78"
H 2.28154 2.33892 1.38548 -0.01
C 2.61623 -0.42976 -2.45170 -0.01
H 2.37174 4.72334 1.99690 0.00
P -1.62868 1.46081 -1.79945 0.06
C 2.62506 2.02024 -3.17247 0.00
H -4.63041 -3.20012 -0.62511 0.00
H 2.14756 -5.70955 1.26794 0.00
C 4.99536 -1.90843 3.28755 0.02
H -1.02094 -3.78335 5.25658 0.00
H 1.96619 2.28213 -2.35455 0.00
H 0.75378 -2.52359 4.08816 0.01
C 4.09286 -2.59526 2.47997 -0.01
C -2.82371 -0.34850 -0.19110 0.12
C -0.26605 -2.14587 4.08905 0.05
C -0.55989 -0.91417 3.48387 0.08
N 0.93012 -4.25215 0.33024 0.03
C -2.85783 -1.11900 4.23288 -0.03
C 1.71490 4.05205 2.53594 -0.02
H -3.67188 -1.78121 1.17435 0.00
H -3.85998 -0.71136 4.31081 0.00
C -1.26063 -2.85158 4.75869 -0.01
H -4.08674 2.98522 -2.15384 0.00
C -1.54456 1.84477 -3.52149 0.00
H 4.25671 -2.94741 -2.25277 0.01
H -3.33141 -2.90002 5.34107 0.00
H -2.25277 3.87760 -3.36350 0.00
C -1.39700 2.33822 -6.25567 0.00
C 4.66675 -0.65514 3.78848 0.00
C -1.06378 0.85021 -4.39243 0.02
N 2.59541 -1.65453 -3.10827 0.09
C -4.07599 -2.29812 -0.87247 -0.01
C 2.46708 -1.41806 -4.41523 0.22
H -0.53583 -3.31986 1.53087 0.00
H 2.98048 -3.85768 -3.50260 0.00
H -3.93349 5.54518 1.27079 0.00
C -1.86945 -0.41260 3.55576 0.04
C 0.81142 1.83069 2.90695 0.05
H -4.44973 -2.47507 -2.98588 0.00
H -0.75216 -0.11468 -3.99835 -0.01
H 2.31982 0.55189 -5.53985 0.00
C 1.09389 -3.44416 -0.79645 0.13
C -2.66387 0.02384 -1.54473 0.00
H -0.66328 0.32167 -6.43999 0.00
H -2.09994 0.57037 3.15555 0.00
N 2.34151 -3.65844 -1.29814 0.01
H 0.98681 5.57414 3.86392 0.00
C -2.28810 4.18044 1.07186 0.00
C -1.91572 3.09156 -4.02857 0.00
C 2.41609 -0.01902 -4.62123 0.22
H 2.32706 2.54548 -4.07521 0.00
H -2.56513 0.34801 0.59435 -0.03
C 2.52250 -0.75744 2.69299 0.15
C -3.96565 -1.89504 -2.20477 0.05
H 3.65347 2.26773 -2.92288 0.00
H 5.37162 -0.12311 4.41549 0.00
H 4.35633 -3.57693 2.09429 0.00
C -3.52070 -1.52357 0.13503 0.04
H 0.01996 -4.88477 2.10503 0.00
Pd 0.03462 -0.57819 0.05619 1.04
S 2.68633 -0.13431 -0.83892 0.54
H -1.79240 4.51821 1.97507 0.00
H -2.12738 4.30175 -5.79023 0.00
H -5.07548 4.78000 -0.78703 0.00
C 2.02753 -4.98064 0.47146 0.24
N 2.52329 0.55846 -3.42983 0.08
C -3.49101 4.75407 0.67384 0.00
C -1.70557 3.18118 0.30218 0.03
H -1.35455 2.52920 -7.32280 0.00
C 2.86875 -2.01493 2.17557 -0.09
H -0.75421 2.75646 0.59362 0.00
C 1.65482 2.70809 2.19205 0.04
H -0.49877 4.04141 5.11645 0.00
B 3.10808 -3.07636 -2.59136 0.00
H -3.18974 -0.43108 -3.58189 0.00
C 0.93230 4.53043 3.58516 0.04
H 3.19953 0.90879 3.88680 0.01
H 2.16894 -2.53730 1.53132 0.08
Ge 0.77821 -0.02116 2.40676 0.60
H -0.61594 1.66124 4.52936 0.01
S -0.07820 -2.44041 -1.46863 0.48
H 5.95845 -2.34544 3.51673 0.00
C 3.43946 -0.07118 3.48827 0.02
C -1.83906 3.33270 -5.39647 0.00
C 0.09343 3.66687 4.29011 0.00
H 3.94255 -4.91282 -0.73288 -0.01
C 0.01574 2.32332 3.94838 0.03
C -3.57066 3.32936 -1.26050 0.00
C -0.25181 -4.31396 1.22491 0.04
C 2.92628 -4.58237 -0.54329 0.25
H 2.43619 -2.22115 -5.14237 0.00
C -1.00227 1.09595 -5.75580 0.00
C -2.55884 -2.34721 4.81806 0.05
H -1.07730 -4.79533 0.71398 0.00
O -0.20191 1.05830 -1.26621 0.26
C -2.34820 2.76145 -0.86783 -0.01
C -3.25387 -0.73754 -2.54486 -0.03
C -4.13427 4.32918 -0.48751 0.00

(4)
35
Properties=species:S:1:pos:R:3:mulliken_spin:R:1 method="wB97M-V/def2-TZVPD" spin_multiplicity=5 total_charge=+2 energy_ev=-68193.539 homo_energy_ev="-15.179 / -15.359" homo_lumo_gap_ev="6.97 / 4.56"
C -2.51976 0.61327 -2.32788 0.09
S -0.69190 -0.94334 2.59281 1.17
N -0.21968 0.10092 -1.94871 0.06
H 0.09654 0.90719 -4.56123 0.00
H 2.38874 -0.80223 1.80909 0.01
C 2.60484 -0.97638 0.76235 -0.01
O -3.97828 2.82957 -6.04476 0.20
H 3.23515 -1.56478 -2.94679 0.00
O -2.69071 -0.37959 0.80555 0.10
C 0.87458 -0.45396 -2.35905 0.05
H -1.77136 1.65423 -5.98462 0.00
C -4.32363 1.87914 -5.39695 0.01
O -5.53569 1.36780 -5.43697 -0.01
H -2.69752 0.31067 -1.30171 0.03
C 3.08953 -1.40775 -1.88610 0.04
O -3.07544 -2.62210 1.79463 0.00
O -1.18628 -2.16428 0.24636 0.16
H 5.00384 -2.20178 -1.29311 0.00
Pd -0.38129 0.01147 0.33524 1.26
C -3.27608 1.34328 -4.47091 0.23
C 1.91083 -0.84440 -1.42523 0.02
C 3.82484 -1.54102 0.37326 0.03
S -2.17694 -1.69132 1.24107 -0.05
N 1.67354 -0.63722 -0.10782 0.14
I -1.54503 2.47043 3.11880 0.05
H -5.62321 0.53387 -4.95925 0.00
C -1.93810 1.32274 -4.96826 0.09
I 0.14445 2.66043 1.09757 0.13
C -1.18482 0.52677 -2.84099 0.23
H 1.03814 -0.67846 -3.41153 0.00
C 4.07261 -1.76216 -0.96388 -0.02
H -4.55443 1.08950 -2.74219 0.00
H 4.54991 -1.79945 1.13235 0.00
C -3.54614 1.02000 -3.13020 -0.01
C -0.91338 0.90224 -4.17553 0.00